1.
C33H54F6GeN2O4P2S2SeSn as an isolated structure. Source: OMol25; level of theory: ωB97M-V/def2-TZVPD.

Its energy above the lowest of the compared OMol25 structures with the same formula, charge and spin is 0.0 kJ/mol. The value obtained for the lowest unoccupied orbital energy is -6.356 eV. The value obtained for the HOMO energy is -12.82 eV.

Structure (ORCA input):
```
! RIJCOSX wB97M-V def2-TZVPD def2/J DEFGRID3
* xyz 2 1
Sn -0.03327 0.82784 -0.06887
C 2.36401 1.03863 -2.91522
C 3.25825 1.29061 -1.70353
C 4.63837 0.67006 -1.94766
P 2.46380 0.61546 -0.19048
C 3.21793 1.25564 1.35178
C 2.73716 0.42553 2.53692
C 4.73802 1.42020 1.33142
C 2.39197 -1.17114 -0.36978
C 3.57346 -1.90320 -0.19256
C 3.69569 -3.22085 -0.59402
C 4.96498 -3.99974 -0.39539
C 2.60020 -3.77225 -1.26237
C 1.41317 -3.08528 -1.43206
C 1.23919 -1.78960 -0.92763
N 0.03488 -1.07541 -1.01427
C -1.25153 -1.62116 -1.15418
C -1.61159 -2.94496 -0.88937
C -2.92406 -3.37230 -1.01116
C -3.96007 -2.51450 -1.37058
C -5.37884 -2.99428 -1.49386
C -3.62537 -1.18258 -1.57371
C -2.31071 -0.73025 -1.47461
P -1.95429 1.02169 -1.69150
C -1.50534 1.32762 -3.45107
C -0.74815 0.13112 -4.03261
C -2.79146 1.55460 -4.26112
C -3.38380 2.03822 -1.18912
C -3.10186 3.53004 -1.39172
C -3.82056 1.73894 0.24433
H 2.84290 1.45531 -3.80204
H 1.38930 1.51508 -2.81534
H 2.23859 -0.03408 -3.07987
H 3.34651 2.36321 -1.51037
H 4.54708 -0.37805 -2.23180
H 5.31618 0.74638 -1.10113
H 5.09706 1.20030 -2.78343
H 2.77561 2.25500 1.40983
H 3.11349 -0.59739 2.49245
H 1.64771 0.39908 2.57622
H 3.08987 0.88062 3.46312
H 5.26404 0.47036 1.23874
H 5.03639 1.86511 2.28163
H 5.06599 2.09298 0.54132
H 4.43248 -1.41287 0.25082
H 5.68036 -3.44513 0.20972
H 5.43607 -4.22546 -1.35343
H 4.76703 -4.95003 0.10097
H 2.68113 -4.77366 -1.67001
H 0.61929 -3.55385 -1.99249
H -0.86951 -3.65682 -0.56333
H -3.14785 -4.41372 -0.80992
H -5.41721 -4.07498 -1.61718
H -5.87817 -2.53858 -2.34860
H -5.95373 -2.74068 -0.60118
H -4.41540 -0.47974 -1.81656
H -0.88644 2.22511 -3.45862
H -1.41468 -0.72629 -4.13511
H 0.10475 -0.17442 -3.43013
H -0.39037 0.39914 -5.02682
H -3.46036 0.69392 -4.18310
H -2.51511 1.65085 -5.31167
H -3.33411 2.45419 -3.98109
H -4.17053 1.72272 -1.88187
H -2.36788 3.89175 -0.67478
H -4.02786 4.08051 -1.22467
H -2.74495 3.76755 -2.39240
H -3.06952 2.08998 0.95508
H -4.01998 0.68131 0.41140
H -4.73483 2.29423 0.45531
F 0.56994 3.79819 4.07205
C 0.78660 4.49658 2.96400
F 2.05519 4.37145 2.60391
F 0.48758 5.76295 3.14952
S -0.32275 3.80341 1.65122
O 0.24972 2.41681 1.50810
O -1.64474 3.85505 2.17940
N -0.16653 4.61352 0.34786
S 0.91055 4.24872 -0.75582
O 0.34041 3.30599 -1.70072
O 2.20853 3.91935 -0.23466
C 1.03614 5.86014 -1.64499
F -0.15055 6.19064 -2.12643
F 1.46884 6.78416 -0.81160
F 1.89725 5.69058 -2.63500
C -2.06784 -4.53508 2.23491
Ge -1.25133 -3.31406 3.50997
C -2.61091 -2.53894 4.67197
C 0.20512 -4.12618 4.50901
C -0.33563 -1.88372 2.42403
Se -1.46758 -0.38953 1.90936
C -1.36171 0.70974 3.50427
H -2.53177 -5.36092 2.77490
H -1.32284 -4.95087 1.55544
H -2.83998 -4.03068 1.65240
H -3.18891 -3.35586 5.10573
H -3.30986 -1.90579 4.12298
H -2.17138 -1.97457 5.49458
H -0.16606 -4.95036 5.11763
H 0.67213 -3.39737 5.17199
H 0.96217 -4.51998 3.83001
H -0.00365 -2.32911 1.48598
H 0.53177 -1.49032 2.94907
H -1.86284 0.15549 4.29116
H -1.88348 1.64078 3.30114
H -0.32516 0.90216 3.76096
*
```

***

2.
C33H54N6O6PTi as an isolated structure. Source: OMol25; level of theory: ωB97M-V/def2-TZVPD.

Its energy above the lowest of the compared OMol25 structures with the same formula, charge and spin is 0.0 kJ/mol. The value obtained for the lowest unoccupied orbital energy (alpha / beta) is 0.367 / 0.367 eV. The value obtained for the HOMO energy (alpha / beta) is -4.60 / -6.23 eV.

Structure (ORCA input):
```
! RIJCOSX wB97M-V def2-TZVPD def2/J DEFGRID3
* xyz 0 2
Ti -0.54584 -0.10889 -0.10825
C -0.00207 -2.52845 -2.91039
O 0.68610 -1.63817 -2.05679
C 1.78018 -2.23104 -1.40646
C 2.50315 -1.18268 -0.60397
O 1.71430 -0.78477 0.52703
C 2.45599 0.00351 1.45244
C 2.34957 1.46691 1.12665
O 1.00094 1.82372 1.33805
C 0.74394 3.14129 0.88408
H -0.32634 -3.42590 -2.37149
H 0.63740 -2.82653 -3.74792
H -0.87621 -2.00114 -3.28710
H 2.48445 -2.64416 -2.14156
H 1.44439 -3.04366 -0.75006
H 2.71271 -0.31385 -1.23195
H 3.43946 -1.60996 -0.23161
H 3.49953 -0.32116 1.46331
H 2.02412 -0.18256 2.43801
H 2.62362 1.65630 0.08331
H 3.00829 2.05111 1.78252
H 1.40218 3.85374 1.39385
H -0.29003 3.37215 1.12447
H 0.89651 3.20538 -0.19730
C -6.29380 5.83548 -1.77711
O -4.90842 5.88037 -2.05277
C -4.45468 5.11298 -3.09033
C -3.11896 5.29564 -3.44048
C -2.54882 4.52721 -4.43456
C -3.31929 3.58628 -5.11819
C -4.65796 3.44915 -4.80719
C -5.23049 4.19012 -3.77672
N -2.81275 2.89230 -6.27687
N -1.79445 2.19597 -6.20873
C -1.20153 1.89944 -4.93008
C 0.12731 2.22808 -4.74577
C 0.77612 1.96067 -3.53982
C 0.08258 1.30684 -2.52730
O 0.58529 0.97505 -1.34413
C -1.23633 0.87922 -2.76025
N -1.77436 0.13074 -1.71659
C -3.02233 -0.40099 -1.93203
C -3.74334 -0.15486 -3.07596
C -3.23706 0.64387 -4.10648
C -1.91808 1.16556 -3.95594
H -6.46659 6.53919 -0.96717
H -6.61141 4.83751 -1.46034
H -6.88120 6.13451 -2.64939
H -2.53897 6.03985 -2.90978
H -1.50845 4.66330 -4.69452
H -5.26245 2.75106 -5.37285
H -6.27514 4.04642 -3.54098
H 0.65358 2.72103 -5.55494
H 1.80935 2.24576 -3.38557
H -3.38894 -1.05614 -1.15639
H -4.71742 -0.61870 -3.17653
H -3.79581 0.79936 -5.01781
C -4.38804 -0.45162 1.55826
N -4.05794 0.84624 2.13615
C -5.01781 1.36278 3.09397
P -2.94162 1.78706 1.38574
O -1.67239 1.01779 1.14437
N -3.57839 2.37658 0.00928
C -2.74208 3.10514 -0.93811
C -4.99601 2.42283 -0.30075
N -2.57708 3.05050 2.37647
C -3.29388 4.31149 2.35748
C -1.72218 2.83418 3.53531
H -5.26977 -0.39870 0.90940
H -4.59094 -1.15941 2.36433
H -3.53887 -0.82192 0.98225
H -5.19936 0.60587 3.85978
H -5.97982 1.61229 2.63099
H -4.62894 2.25292 3.58363
H -1.68944 2.88438 -0.77115
H -2.91014 4.18373 -0.85393
H -2.99174 2.79174 -1.95253
H -5.56694 1.81326 0.39541
H -5.15331 2.03709 -1.31131
H -5.37551 3.45125 -0.25971
H -3.90119 4.38901 1.45728
H -2.58332 5.14225 2.36219
H -3.94743 4.42135 3.23031
H -1.13907 1.92568 3.39928
H -2.30670 2.75426 4.45882
H -1.02845 3.67237 3.64041
C -1.17818 -1.64597 2.85567
C -1.14696 -2.61342 1.66736
C -2.37777 -3.52865 1.72651
C 0.09694 -3.50501 1.81735
C -1.08163 -1.87876 0.33215
H -1.12779 -2.19089 3.80325
H -2.08262 -1.03586 2.85756
H -0.32383 -0.96033 2.82451
H -2.43851 -4.04798 2.68891
H -2.32396 -4.28338 0.93829
H -3.30176 -2.96826 1.58310
H 0.06008 -4.07662 2.75105
H 1.00630 -2.90127 1.81502
H 0.15891 -4.21685 0.98983
H -1.11540 -2.60660 -0.48883
*
```